# 1
19
Properties=species:S:1:pos:R:3:forces:R:3 method="wB97M-V/def2-TZVPD" molar_mass_g_mol=153.27 smiles="NCC=O.CSSC" charge=0
C -0.201 1.609 -2.040 0.028 0.114 -0.326
S -0.691 1.843 -0.324 0.165 -0.102 0.105
S 0.972 1.090 0.638 -0.259 -0.066 0.060
C 1.545 2.528 1.549 0.344 0.316 0.353
H 0.800 1.994 -2.209 0.067 0.012 0.039
H -0.261 0.564 -2.330 0.019 -0.093 0.071
H -0.894 2.166 -2.669 -0.107 0.055 0.089
H 0.726 3.015 2.071 -0.133 -0.002 -0.123
H 2.234 2.188 2.327 -0.004 -0.184 -0.151
H 2.073 3.246 0.926 -0.102 -0.004 -0.131
O -2.236 -1.320 -1.272 0.091 0.030 -0.106
C -1.637 -1.493 -0.244 -0.062 -0.126 0.142
C -0.691 -2.648 -0.006 0.082 0.106 0.170
N 0.081 -2.456 1.224 0.195 -0.198 -0.321
H -1.772 -0.833 0.631 -0.028 0.084 0.015
H -1.332 -3.522 0.121 -0.013 -0.083 -0.042
H -0.088 -2.809 -0.905 -0.073 -0.009 -0.100
H 0.515 -3.338 1.470 -0.082 0.027 0.134
H 0.855 -1.825 1.040 -0.129 0.123 0.122

=====

# 2
82
Properties=species:S:1:pos:R:3:forces:R:3 method="wB97M-V/def2-TZVPD" molar_mass_g_mol=528.76 charge=+1
C -6.218 -2.074 -3.805 -0.018 0.062 -0.146
C -5.551 -0.891 -3.113 0.186 -0.080 0.218
C -4.070 -0.740 -3.461 0.063 0.075 -0.266
N -3.319 -1.996 -3.401 -0.831 0.031 0.419
C -1.970 -1.948 -3.303 1.181 0.818 0.458
C -1.169 -0.846 -3.110 -1.274 -0.597 -0.113
C 0.274 -1.161 -3.238 0.514 -0.661 -0.400
C 0.322 -2.719 -3.199 0.196 0.200 0.293
C -1.129 -3.214 -3.371 0.141 -0.045 -0.300
C -3.933 -3.230 -3.882 0.144 -0.359 -0.421
C -5.429 -3.361 -3.610 0.121 -0.039 0.306
H -7.219 -2.210 -3.390 -0.012 0.036 -0.143
H -6.338 -1.864 -4.873 0.056 0.014 0.025
H -6.055 0.041 -3.383 0.030 -0.081 0.061
H -5.649 -1.001 -2.027 0.006 -0.060 -0.072
H -3.979 -0.266 -4.458 0.101 -0.265 0.126
H -3.615 -0.035 -2.755 -0.078 -0.201 -0.093
H -1.541 0.163 -2.957 0.027 -0.104 -0.374
H 0.704 -0.847 -4.202 -0.141 0.293 0.249
H 0.885 -0.696 -2.458 0.201 -0.100 0.018
H 0.968 -3.122 -3.988 -0.087 0.104 0.274
H 0.725 -3.051 -2.235 -0.045 -0.020 -0.173
H -1.396 -3.944 -2.588 -0.069 0.300 -0.302
H -1.236 -3.725 -4.341 -0.148 0.130 0.298
H -3.745 -3.364 -4.965 -0.083 0.217 0.199
H -3.428 -4.070 -3.389 -0.139 0.212 -0.166
H -5.568 -3.720 -2.583 -0.009 0.110 -0.049
H -5.808 -4.146 -4.271 -0.022 0.053 0.121
C 2.400 -4.805 2.806 -0.087 0.367 0.047
N 1.172 -4.062 3.155 -0.131 -0.482 -0.627
C 0.973 -3.945 4.570 -0.301 0.128 0.856
C 1.945 -3.333 5.376 -0.383 -0.067 -0.047
C 1.752 -3.244 6.755 -0.107 -0.104 -0.086
C 0.612 -3.809 7.341 0.087 -0.021 -0.248
C -0.338 -4.458 6.542 0.145 0.219 0.010
C -0.176 -4.503 5.157 0.523 0.182 -0.161
C 0.920 -2.910 2.356 -0.037 -0.078 -0.234
C -0.245 -2.831 1.563 0.071 -0.040 0.301
C -0.425 -1.771 0.699 0.102 0.359 -0.271
C 0.489 -0.666 0.661 -0.029 -0.376 0.291
C 0.247 0.370 -0.280 -0.176 0.245 0.756
C 0.851 1.651 -0.411 0.609 0.403 -0.480
C 0.115 2.683 -1.077 0.010 -0.505 0.096
C 0.615 3.963 -1.215 0.137 0.160 0.268
C 1.893 4.279 -0.710 -0.118 -0.036 -0.005
N 2.465 5.561 -0.945 -0.047 -0.160 -0.714
C 3.777 5.522 -1.622 -0.196 -0.293 0.234
C 2.373 6.531 0.103 -0.234 0.625 0.717
C 3.258 6.481 1.192 -0.373 0.089 -0.157
C 3.190 7.454 2.190 -0.109 0.038 -0.135
C 2.265 8.500 2.085 0.070 -0.175 -0.152
C 1.399 8.566 0.988 0.085 -0.190 0.169
C 1.429 7.570 0.011 0.481 -0.352 0.065
C 2.636 3.282 -0.058 0.025 -0.269 -0.026
C 2.164 1.985 0.036 -0.083 0.217 0.126
C 1.562 -0.699 1.602 0.273 -0.278 -0.124
C 1.839 -1.850 2.320 -0.030 0.407 -0.001
H 2.465 -4.900 1.717 0.015 -0.046 0.214
H 3.302 -4.304 3.187 -0.022 -0.171 -0.182
H 2.341 -5.801 3.261 -0.018 0.246 -0.149
H 2.848 -2.930 4.909 -0.282 -0.099 0.297
H 2.501 -2.737 7.365 -0.261 -0.203 -0.112
H 0.473 -3.749 8.422 0.034 -0.054 -0.338
H -1.207 -4.931 6.999 0.221 0.192 -0.115
H -0.908 -4.984 4.506 0.199 0.091 0.240
H -0.989 -3.626 1.640 0.289 0.165 -0.093
H -1.291 -1.740 0.033 0.269 -0.080 0.118
H -0.609 0.199 -0.935 -0.005 -0.035 0.144
H -0.866 2.430 -1.485 0.244 0.136 0.129
H 0.041 4.744 -1.714 0.190 -0.256 0.082
H 4.129 6.546 -1.780 -0.156 -0.247 0.046
H 4.523 4.969 -1.033 0.074 0.203 -0.193
H 3.657 5.023 -2.591 0.077 0.129 0.169
H 3.991 5.671 1.246 -0.197 0.338 0.061
H 3.868 7.390 3.043 -0.226 0.107 -0.250
H 2.225 9.266 2.862 0.013 -0.207 -0.257
H 0.696 9.395 0.891 0.172 -0.254 0.079
H 0.754 7.582 -0.846 0.212 0.081 0.237
H 3.604 3.556 0.368 -0.250 -0.305 -0.320
H 2.841 1.220 0.408 -0.256 0.222 -0.056
H 2.191 0.169 1.773 -0.123 -0.255 -0.147
H 2.748 -1.933 2.920 -0.400 0.244 -0.122

=====

Record-wise frontier orbital gap values, in eV: 9.2 4.3
Record-wise HOMO level values, in eV: -8.5 -9.5
Record-wise DFT total energy values, in eV: -29533.9244 -43512.7885